C46H78BBrO27PS as an isolated structure, computed with wB97M-V/def2-TZVPD.

The frontier orbital gap comes out at 5.41 eV. Its net charge is -1. The total energy is -195070.0202 eV.

Each line ends with the Mulliken charge.
Atoms and positions in Å:
C -0.441 -2.624 -2.139  -0.9987
C -0.120 -3.860 -1.058  0.3731
B 1.457 -4.299 -1.002  -0.2123
O 1.895 -4.154 -2.444  -0.5793
C 2.410 -4.843 0.221  1.4340
C 2.460 -6.481 -0.066  -0.4312
C 2.350 -7.044 -1.576  -0.3855
O 1.168 -7.509 -2.077  -0.6451
C 3.600 -7.242 -2.667  0.2524
C 5.047 -7.944 -2.289  -0.1453
C 6.205 -8.021 -3.463  -0.4286
C 6.012 -7.433 -4.998  -0.3336
C 4.565 -6.773 -5.395  -0.4466
C 3.410 -6.689 -4.234  -0.1866
C 3.900 -4.099 0.142  0.9023
C 5.125 -5.110 -0.404  -0.5550
O 6.417 -4.405 -0.070  -0.4007
C 7.265 -5.274 0.764  -0.4831
C 4.041 -2.792 -0.828  0.1807
O 4.838 -2.723 -1.940  -0.7322
O 3.262 -1.511 -0.773  -0.6434
O 4.506 -3.712 1.408  -0.1325
S 3.734 -2.637 2.381  1.3030
O 4.509 -2.662 3.760  -0.7610
O 3.814 -1.113 2.064  -0.5772
C 1.940 -3.280 2.487  -1.0351
Br 0.936 -1.786 1.573  0.2388
C 1.492 -3.125 4.026  -0.4400
C -0.031 -2.591 4.359  -0.3734
C -0.066 -0.982 4.832  -0.2755
O -1.365 -0.338 4.574  -0.3884
C -1.405 0.297 3.240  0.5268
C -0.585 1.645 2.785  -0.4107
O -2.162 -0.333 2.299  -0.5321
C 1.766 -4.786 1.775  0.4189
C 0.201 -5.184 1.938  0.2683
C -0.314 -6.262 3.012  0.6570
C -1.955 -6.402 2.643  -1.1486
C -0.326 -5.959 4.595  -1.0510
P 2.672 -5.964 2.908  -0.1467
O 2.596 -7.603 2.845  -0.6801
O 3.738 -5.457 4.088  -0.5092
H 0.463 -1.859 -1.988  0.2311
H -0.410 -2.988 -3.250  0.1809
H -1.429 -2.081 -1.823  0.3140
H -0.644 -3.555 -0.081  -0.0349
H -0.715 -4.795 -1.503  0.0875
H 2.809 -4.524 -2.576  0.1926
H 3.357 -7.050 0.417  0.7150
H 1.515 -7.012 0.446  0.2298
H 5.217 -8.372 -1.189  0.2733
H 7.241 -8.504 -3.176  0.2646
H 6.851 -7.459 -5.822  0.2891
H 4.328 -6.324 -6.476  0.2691
H 2.356 -6.196 -4.463  0.1545
H 5.237 -6.084 0.235  0.2967
H 5.139 -5.250 -1.555  0.0830
H 8.346 -4.778 0.768  0.2374
H 7.394 -6.368 0.368  0.2103
H 6.867 -5.191 1.863  0.1368
H 1.731 -3.992 4.765  0.2451
H 2.117 -2.198 4.461  0.5366
H -0.856 -2.863 3.592  0.1371
H -0.344 -3.148 5.370  0.2573
H 0.316 -0.874 5.945  0.3423
H 0.728 -0.400 4.163  0.0284
H -0.666 1.780 1.602  0.2307
H 0.588 1.585 2.995  -0.0346
H -0.953 2.633 3.295  0.3567
H -0.161 -5.736 0.934  -0.1083
H -0.553 -4.258 1.981  0.0017
H 0.036 -7.385 2.859  -0.0153
H -2.481 -5.334 2.673  0.2407
H -2.446 -7.151 3.405  0.3531
H -1.999 -6.876 1.574  0.3435
H -0.817 -6.925 5.107  0.4062
H -1.096 -5.105 4.810  0.1470
H 0.707 -5.852 5.132  0.1860
H 1.986 -8.097 2.242  0.3827
H 4.719 -5.578 3.878  0.3358
C -1.512 -8.925 -4.930  -1.2872
C -1.583 -7.789 -3.924  0.3366
O -2.290 -6.664 -4.463  -0.3007
C -3.641 -6.790 -4.519  0.7133
O -4.286 -7.759 -4.152  -0.5673
O -4.146 -5.665 -5.082  -0.3207
C -5.554 -5.717 -5.300  -0.6427
H -1.085 -8.576 -5.875  0.3231
H -0.902 -9.746 -4.544  0.3574
H -2.508 -9.318 -5.159  0.3590
H -0.567 -7.446 -3.698  -0.0674
H -2.031 -8.111 -2.977  0.3055
H -6.092 -5.963 -4.378  0.2917
H -5.781 -6.445 -6.085  0.2855
H -5.883 -4.731 -5.637  0.2275
C -2.557 7.229 0.417  -0.8713
C -2.894 6.586 -0.917  -0.2690
O -1.709 6.346 -1.689  -0.3691
C -0.952 5.291 -1.293  0.7811
O -1.195 4.545 -0.358  -0.5387
O 0.138 5.229 -2.098  -0.3155
C 1.074 4.225 -1.715  -0.5515
H -1.965 8.138 0.268  0.2188
H -3.469 7.484 0.965  0.2484
H -1.959 6.561 1.044  0.3013
H -3.517 7.272 -1.500  0.2350
H -3.466 5.660 -0.789  0.4312
H 0.597 3.243 -1.635  0.2949
H 1.549 4.501 -0.768  0.2246
H 1.848 4.169 -2.486  0.2037
C -9.328 9.792 -1.658  -1.0852
C -8.577 8.604 -2.233  -0.1947
O -7.485 8.224 -1.385  -0.2911
C -7.823 7.551 -0.255  0.6703
O -8.955 7.247 0.087  -0.5667
O -6.688 7.302 0.444  -0.2164
C -6.919 6.694 1.712  -0.6843
H -8.643 10.623 -1.461  0.2842
H -10.107 10.129 -2.348  0.3568
H -9.803 9.541 -0.704  0.3107
H -8.144 8.886 -3.198  0.2849
H -9.241 7.751 -2.414  0.3061
H -7.520 5.783 1.615  0.3126
H -7.406 7.408 2.383  0.3230
H -5.950 6.421 2.140  0.1978
C 2.791 7.516 4.120  -1.1714
C 1.907 6.701 3.192  -0.0974
O 2.620 5.579 2.652  -0.3510
C 2.808 4.537 3.502  0.7548
O 2.425 4.478 4.659  -0.5839
O 3.523 3.586 2.852  -0.2976
C 3.884 2.480 3.674  -0.5718
H 3.714 7.813 3.610  0.2921
H 2.269 8.414 4.462  0.3656
H 3.088 6.938 5.000  0.3246
H 1.607 7.323 2.342  0.2934
H 0.988 6.372 3.691  0.2837
H 3.007 2.039 4.159  0.2142
H 4.619 2.796 4.421  0.3073
H 4.344 1.718 3.038  0.2264
C -1.296 14.040 -1.778  -1.0781
C -2.180 13.224 -2.706  -0.1633
O -1.467 12.103 -3.245  -0.3644
C -1.279 11.061 -2.396  0.7300
O -1.662 11.001 -1.238  -0.5674
O -0.564 10.110 -3.046  -0.3565
C -0.203 9.003 -2.224  -0.2290
H -0.373 14.337 -2.288  0.2885
H -1.818 14.938 -1.436  0.3497
H -0.999 13.462 -0.898  0.3077
H -2.480 13.847 -3.556  0.2891
H -3.099 12.895 -2.207  0.2984
H -1.080 8.563 -1.739  -0.0539
H 0.532 9.320 -1.477  0.3333
H 0.257 8.242 -2.860  0.1909